{
  "formula": "C30H72Cl6N4",
  "method": "the ωB97M-V functional and the def2-TZVPD basis",
  "elements": ["Cl", "C", "C", "Cl", "H", "H", "H", "H", "Cl", "C", "C", "Cl", "H", "H", "H", "H", "Cl", "C", "C", "Cl", "H", "H", "H", "H", "C", "C", "N", "C", "C", "C", "C", "H", "H", "H", "H", "H", "H", "H", "H", "H", "H", "H", "H", "H", "H", "H", "C", "C", "N", "C", "C", "C", "C", "H", "H", "H", "H", "H", "H", "H", "H", "H", "H", "H", "H", "H", "H", "H", "C", "C", "N", "C", "C", "C", "C", "H", "H", "H", "H", "H", "H", "H", "H", "H", "H", "H", "H", "H", "H", "H", "C", "C", "N", "C", "C", "C", "C", "H", "H", "H", "H", "H", "H", "H", "H", "H", "H", "H", "H", "H", "H", "H"],
  "coordinates": [[-0.85, 1.58, -2.04], [-0.81, 1.00, -0.35], [-2.11, 0.26, 0.02], [-2.73, -0.83, -1.26], [-0.63, 1.88, 0.19], [0.01, 0.27, -0.03], [-2.77, 1.08, 0.24], [-2.19, -0.26, 1.00], [-2.80, -0.21, 2.51], [-2.44, 1.25, 3.40], [-3.63, 2.36, 3.23], [-3.62, 2.75, 1.44], [-1.62, 1.77, 3.26], [-2.25, 0.85, 4.32], [-3.52, 3.27, 3.65], [-4.55, 1.95, 3.60], [-0.77, -0.98, -6.45], [0.30, 0.39, -5.86], [-0.56, 1.57, -5.46], [-1.08, 2.45, -6.95], [1.07, 0.75, -6.78], [1.00, -0.24, -5.03], [-0.17, 2.44, -4.87], [-1.46, 1.13, -4.70], [-2.03, -3.40, 2.69], [-2.59, -4.76, 2.49], [-1.53, -5.47, 1.64], [-1.56, -6.87, 1.68], [-2.73, -7.52, 1.73], [-1.48, -5.01, 0.24], [-0.16, -4.79, -0.21], [-1.24, -3.17, 3.14], [-2.79, -2.74, 3.10], [-1.88, -2.80, 1.78], [-3.44, -4.64, 1.80], [-2.71, -5.30, 3.42], [-1.32, -7.00, 2.93], [-0.70, -7.17, 1.06], [-3.73, -7.15, 2.17], [-2.73, -8.56, 2.25], [-3.20, -7.94, 0.75], [-2.04, -4.09, 0.30], [-2.09, -5.74, -0.34], [0.14, -3.94, 0.30], [-0.07, -4.48, -1.17], [0.84, -5.15, -0.06], [1.32, 8.99, 1.75], [-0.25, 9.07, 1.67], [-0.74, 7.73, 2.17], [-1.85, 7.63, 2.93], [-2.98, 8.34, 2.42], [-0.72, 6.76, 1.06], [-0.90, 5.28, 1.57], [1.81, 8.01, 1.19], [1.71, 8.99, 2.75], [1.53, 9.91, 1.39], [-0.55, 9.13, 0.76], [-0.60, 10.05, 2.25], [-1.56, 8.14, 3.63], [-1.99, 6.77, 3.46], [-3.10, 9.14, 1.42], [-3.53, 8.87, 3.37], [-3.66, 7.59, 1.94], [0.24, 6.99, 0.34], [-1.47, 7.01, 0.50], [-0.19, 5.12, 2.22], [-0.77, 4.54, 0.70], [-1.89, 4.96, 2.16], [0.93, 2.12, 1.70], [1.13, 0.57, 1.93], [1.68, -0.02, 0.59], [2.95, 0.32, 0.16], [3.97, 0.32, 1.14], [1.70, -1.54, 0.84], [0.31, -2.11, 0.44], [0.49, 2.48, 2.54], [0.40, 2.71, 0.81], [1.91, 2.48, 1.52], [0.10, 0.06, 2.07], [1.82, 0.10, 2.58], [2.70, 1.26, -0.07], [3.18, -0.03, -0.75], [3.73, 0.59, 2.23], [4.56, 1.22, 0.94], [4.78, -0.66, 1.04], [2.24, -1.83, 1.72], [2.07, -1.86, -0.03], [0.12, -2.03, -0.43], [-0.60, -2.09, 0.93], [0.69, -3.20, 0.35], [1.99, -1.46, -2.00], [1.91, -3.08, -2.00], [2.62, -3.49, -3.20], [3.51, -4.63, -3.22], [3.21, -5.71, -2.53], [1.83, -3.41, -4.46], [2.68, -2.49, -5.45], [1.59, -1.06, -1.15], [1.47, -1.21, -2.83], [3.06, -1.28, -2.40], [1.24, -3.60, -1.91], [2.35, -3.38, -1.08], [4.48, -4.33, -2.65], [4.21, -4.75, -4.27], [2.53, -5.95, -1.75], [4.03, -6.30, -2.26], [2.66, -6.32, -3.37], [0.90, -3.14, -3.99], [1.84, -4.22, -4.99], [2.06, -2.34, -6.28], [3.51, -2.96, -5.92], [2.76, -1.53, -5.01]],
  "lowdin_charge": [0.58, -0.64, -0.77, 0.54, -0.03, 0.05, -0.06, -0.17, 0.82, -0.50, -0.46, 0.62, 0.00, 0.03, 0.01, 0.07, 0.48, -0.67, -0.73, 0.51, 0.13, 0.10, 0.05, 0.10, -0.12, -0.17, -0.19, -0.37, -0.21, -0.23, -0.11, 0.01, 0.04, 0.03, 0.12, 0.11, 0.17, 0.14, 0.11, 0.11, 0.10, 0.11, 0.14, -0.03, 0.06, 0.11, -0.08, -0.18, -0.20, -0.40, -0.11, -0.20, -0.06, 0.13, 0.05, 0.01, 0.03, 0.17, 0.03, 0.11, 0.16, 0.12, 0.06, 0.16, 0.03, -0.01, 0.08, 0.09, -0.06, -0.13, -0.23, -0.38, -0.09, -0.14, -0.04, 0.02, 0.10, 0.05, 0.12, 0.08, 0.09, 0.07, 0.09, 0.07, 0.16, 0.13, 0.01, -0.03, 0.04, 0.07, 0.00, -0.16, -0.16, -0.37, -0.17, -0.15, -0.05, 0.00, 0.02, 0.14, -0.06, 0.12, 0.13, 0.20, 0.07, 0.07, 0.13, 0.12, 0.04, 0.03, 0.06, 0.03],
  "homo_lumo_gap_ev": 7.864,
  "largest_force_ev_per_a": 17.94,
  "e_tot_ev": -113342.2261,
  "relative_energy_kcal_mol": 337.5
}



{
  "formula": "C29H23N4TeV",
  "method": "the ωB97M-V functional and the def2-TZVPD basis",
  "elements": ["V", "N", "C", "C", "C", "C", "C", "N", "C", "C", "C", "C", "C", "N", "H", "H", "H", "H", "H", "H", "H", "H", "H", "N", "C", "C", "C", "C", "C", "C", "C", "H", "H", "H", "H", "Te", "C", "C", "C", "C", "C", "C", "C", "C", "C", "C", "C", "C", "H", "H", "H", "H", "H", "H", "H", "H", "H", "H"],
  "coordinates": [[0.23, -0.78, -0.77], [-1.33, -3.16, -1.61], [-2.14, -2.03, -1.83], [-3.51, -2.20, -1.93], [-4.29, -1.09, -2.15], [-3.69, 0.17, -2.26], [-2.33, 0.25, -2.08], [-1.55, -0.83, -1.84], [-0.04, -3.35, -2.12], [0.30, -4.50, -2.80], [1.59, -4.66, -3.27], [2.52, -3.66, -3.06], [2.13, -2.54, -2.36], [0.88, -2.40, -1.87], [-1.85, -4.02, -1.53], [-3.95, -3.19, -1.87], [-5.36, -1.19, -2.26], [-4.26, 1.06, -2.45], [-1.82, 1.20, -2.11], [-0.46, -5.26, -2.99], [1.86, -5.56, -3.81], [3.53, -3.74, -3.42], [2.82, -1.73, -2.16], [5.74, 3.66, 0.56], [4.89, 2.98, 0.20], [3.79, 2.15, -0.22], [2.84, 2.65, -1.11], [1.74, 1.88, -1.45], [1.59, 0.62, -0.90], [2.57, 0.11, -0.04], [3.67, 0.86, 0.32], [2.97, 3.64, -1.52], [1.00, 2.28, -2.14], [2.46, -0.89, 0.41], [4.42, 0.49, 1.00], [-0.58, -0.70, 1.91], [-2.27, 0.58, 1.77], [-3.38, 0.26, 2.55], [-4.50, 1.09, 2.51], [-4.50, 2.22, 1.71], [-3.39, 2.54, 0.94], [-2.28, 1.71, 0.96], [0.90, 0.61, 2.70], [1.08, 1.91, 2.24], [2.10, 2.68, 2.78], [2.94, 2.15, 3.75], [2.75, 0.85, 4.20], [1.72, 0.08, 3.68], [-3.37, -0.61, 3.19], [-5.36, 0.85, 3.12], [-5.37, 2.87, 1.70], [-3.38, 3.43, 0.33], [-1.41, 1.96, 0.36], [0.44, 2.33, 1.48], [2.24, 3.70, 2.44], [3.74, 2.75, 4.15], [3.39, 0.44, 4.96], [1.56, -0.92, 4.05]],
  "lowdin_charge": [0.78, 0.13, -0.28, 0.03, 0.01, -0.02, -0.09, 0.00, -0.28, 0.03, 0.01, -0.01, -0.07, 0.00, 0.15, 0.13, 0.13, 0.13, 0.12, 0.13, 0.14, 0.13, 0.12, 0.21, -0.16, -0.20, 0.01, -0.06, -0.27, -0.16, 0.00, 0.14, 0.11, 0.11, 0.14, 1.51, -0.50, -0.13, -0.05, -0.05, -0.06, -0.16, -0.50, -0.13, -0.06, -0.04, -0.05, -0.14, 0.10, 0.12, 0.12, 0.12, 0.08, 0.09, 0.12, 0.12, 0.12, 0.10],
  "homo_lumo_gap_ev": [7.365, 8.101],
  "largest_force_ev_per_a": 0.69,
  "s2": 2.04,
  "e_tot_ev": -69372.5357,
  "relative_energy_kcal_mol": 0.0,
  "spin_multiplicity": 3,
  "charge": 2
}



{
  "formula": "C5H4O2",
  "method": "the ωB97M-V functional and the def2-TZVPD basis",
  "elements": ["C", "C", "C", "C", "O", "C", "O", "H", "H", "H", "H"],
  "coordinates": [[-1.52, -0.78, -0.25], [-0.31, -1.33, -0.25], [0.92, -0.65, 0.19], [0.97, 0.67, 0.25], [1.88, 1.72, 0.61], [0.61, 2.02, 0.16], [-0.05, 2.98, -0.05], [-1.69, 0.23, 0.11], [-2.38, -1.32, -0.62], [-0.18, -2.36, -0.59], [1.80, -1.22, 0.46]],
  "lowdin_charge": [0.02, -0.17, -0.03, -0.13, 0.16, -0.38, 0.17, 0.07, 0.06, 0.10, 0.12],
  "homo_lumo_gap_ev": 9.292,
  "largest_force_ev_per_a": 0.78,
  "e_tot_ev": -9341.7669,
  "relative_energy_kcal_mol": 55.7
}